# 1
Computed, not measured: C22H24Cl2InN3O as an isolated structure, with the ωB97M-V functional and the def2-TZVPD basis.

As for the HOMO-LUMO gap: 6.16 eV. The HOMO energy is -6.65 eV. Its net charge is 0.

The geometry in XYZ format:
```
53
Properties=species:S:1:pos:R:3:mulliken_charge:R:1
In 0.2222 -0.2340 -0.5736 0.751
C 2.5849 -1.4440 3.5718 -1.411
C 2.1627 -1.8925 2.1755 0.188
C 3.2812 -1.8427 1.1751 0.766
C 4.2831 -2.8021 1.1893 -0.734
C 5.2980 -2.7861 0.2506 -1.051
C 5.2870 -1.8459 -0.7628 -0.484
C 4.2958 -0.8780 -0.8191 0.850
C 4.2472 0.0914 -1.9693 -0.784
C 5.1966 1.2728 -1.7740 -1.095
C 3.3367 -0.8441 0.1983 -0.524
N 2.3572 0.1500 0.1868 0.442
C 2.5430 1.3454 0.6156 0.144
C 1.4984 2.2905 0.5411 -0.104
C 1.4519 3.6374 0.9229 -0.959
C 0.1725 4.0866 0.6226 -0.723
C -0.5094 3.0073 0.0723 -0.562
N 0.2802 1.9305 0.0228 -0.275
H 1.7471 -1.5463 4.2579 0.406
H 2.9024 -0.4031 3.5637 0.343
H 3.4068 -2.0537 3.9394 0.354
H 1.3319 -1.2659 1.8350 -0.146
H 1.7998 -2.9199 2.2247 -0.049
H 4.2537 -3.5743 1.9428 0.492
H 6.0844 -3.5243 0.2916 0.396
H 6.0461 -1.8632 -1.5312 0.476
H 3.2229 0.4644 -2.0970 0.047
H 4.5274 -0.4398 -2.8823 0.516
H 4.9143 1.8560 -0.9008 0.251
H 5.1734 1.9250 -2.6440 0.374
H 6.2145 0.9167 -1.6330 0.336
H 3.4982 1.6503 1.0520 0.562
H 2.2538 4.2061 1.3588 0.478
H -0.2181 5.0739 0.7834 0.444
H -1.5216 2.9722 -0.2874 0.563
C -3.0016 -1.3570 0.2080 -0.534
O -2.4119 -0.0756 0.0419 -0.406
H -4.0624 -1.2661 0.4559 0.368
H -2.4845 -1.9417 0.9747 0.244
H -2.9004 -1.8704 -0.7458 0.152
H -2.5548 0.4342 0.8479 0.267
Cl -0.8153 -1.2849 -2.9724 -0.197
C -0.7350 -2.9096 -2.3671 1.147
C -1.1451 -3.9459 -3.1830 -0.797
C -1.0790 -5.2557 -2.7402 -0.403
C -0.5903 -5.5118 -1.4626 -0.607
C -0.1997 -4.4745 -0.6586 0.467
Cl 0.3834 -4.7921 0.9316 -0.255
C -0.2423 -3.1015 -1.0472 -0.631
N 0.1646 -2.2253 -0.1707 -0.273
H -1.5199 -3.7295 -4.1740 0.398
H -1.4042 -6.0640 -3.3767 0.368
H -0.5147 -6.5232 -1.0904 0.415
```

=====

# 2
Computed, not measured: C22H24Cl5N3O3PV as an isolated structure, with the ωB97M-V functional and the def2-TZVPD basis.

As for the HOMO-LUMO gap (alpha / beta): 7.23 / 6.59 eV. Its relative energy (zero: lowest compared OMol25 entry of this formula, charge and spin) is 0.00 kJ/mol. As for the spin multiplicity: 2. The HOMO energy (alpha / beta) is -10.06 / -9.37 eV. Its net charge is +1.

The geometry in XYZ format:
```
59
Properties=species:S:1:pos:R:3:mulliken_charge:R:1
V -0.8672 0.6711 -0.0026 -0.108
N 1.0533 3.0127 -1.0717 0.222
C 1.3585 2.6121 0.2233 0.166
C 2.4366 3.2416 0.8744 -0.687
C 2.7436 2.8698 2.1465 -0.772
C 1.9780 1.8801 2.7912 -0.935
C 0.9464 1.3313 2.1081 -0.506
N 0.6405 1.6674 0.8133 1.128
C -0.0115 2.7618 -1.9147 0.588
C -0.0693 3.5186 -3.1067 -1.119
C -1.0858 3.3086 -3.9797 -0.347
C -2.0791 2.3527 -3.6769 -0.881
C -1.9755 1.6709 -2.5121 -0.420
N -0.9357 1.8461 -1.6274 0.432
H 1.6640 3.7375 -1.4142 0.201
H 2.9965 4.0150 0.3641 0.457
H 3.5676 3.3457 2.6624 0.449
H 2.1814 1.5662 3.8041 0.544
H 0.3156 0.5728 2.5551 0.328
H 0.6986 4.2564 -3.3024 0.442
H -1.1360 3.8842 -4.8956 0.425
H -2.9134 2.1661 -4.3362 0.463
H -2.7179 0.9450 -2.2158 0.414
Cl -3.1561 -0.7309 -0.1685 -0.215
C -3.2804 0.3603 1.2429 1.063
C -2.3432 1.3755 1.2458 -0.871
C -2.4943 2.2896 2.2878 1.095
Cl -1.4563 3.7061 2.3304 -0.199
C -3.4754 2.1684 3.2662 -0.348
Cl -3.6214 3.3279 4.5255 -0.169
C -4.3645 1.0848 3.2262 0.733
Cl -5.5805 0.9082 4.4228 -0.166
C -4.2764 0.1667 2.1918 -0.632
Cl -5.3643 -1.1556 2.0604 -0.181
C 1.1440 -3.8669 -3.1748 -1.307
C 0.8636 -2.4914 -2.6407 -0.105
O 1.2000 -2.4725 -1.2226 -0.180
P 0.7905 -1.2008 -0.3500 0.280
O 2.0354 -1.1286 0.6536 -0.129
C 3.3980 -1.4337 0.2617 -0.293
C 3.8003 -2.7865 0.7847 -1.189
O -0.3810 -1.6933 0.6505 -0.113
C -0.4601 -2.9459 1.3994 -0.302
C -1.2338 -3.9861 0.6383 -0.994
H 1.0005 -3.8787 -4.2563 0.399
H 0.4763 -4.6070 -2.7336 0.304
H 2.1729 -4.1607 -2.9654 0.304
H -0.1884 -2.2232 -2.7516 0.250
H 1.4631 -1.7333 -3.1459 0.357
H 4.0093 -0.6382 0.6840 0.385
H 3.4889 -1.3858 -0.8250 0.327
H 3.6800 -2.8296 1.8677 0.304
H 4.8494 -2.9819 0.5519 0.435
H 3.1980 -3.5728 0.3292 0.232
H -0.9459 -2.6862 2.3371 0.384
H 0.5630 -3.2553 1.6130 0.227
H -2.2076 -3.6043 0.3334 0.250
H -1.4004 -4.8465 1.2888 0.428
H -0.6923 -4.3256 -0.2451 0.148
```

=====

# 3
Computed, not measured: C22H24ClI2NdOPSb as an isolated structure, with the ωB97M-V functional and the def2-TZVPD basis.

As for the HOMO-LUMO gap (alpha / beta): 5.20 / 5.32 eV. As for the spin multiplicity: 4. The HOMO energy (alpha / beta) is -13.69 / -13.67 eV. Its net charge is +2.

The geometry in XYZ format:
```
53
Properties=species:S:1:pos:R:3:mulliken_charge:R:1
I 4.8102 2.3954 -2.4414 0.041
I 5.2583 -0.0265 -1.6472 0.036
Nd 0.3126 -0.1697 -1.8272 0.822
P 0.3075 -0.4211 -4.2898 0.574
C 0.5920 -2.0432 -4.9902 -1.178
C -1.2666 0.1502 -4.9628 -1.189
H 1.4146 1.6862 -4.6383 0.375
H 1.4548 0.6442 -6.0999 0.430
H 2.5588 0.3282 -4.7245 0.344
C 1.5560 0.6649 -5.0106 -1.103
H -1.4858 1.1552 -4.5846 0.388
H -1.1996 0.1644 -6.0543 0.416
H 0.5580 -1.9700 -6.0795 0.389
H -0.1743 -2.7479 -4.6447 0.391
H -2.0748 -0.5223 -4.6506 0.388
H 1.5704 -2.4278 -4.6775 0.393
C 0.6837 -2.2059 -1.6818 0.129
O 0.8803 -3.2524 -1.5647 0.065
Cl -0.1183 2.0834 -2.1573 -0.288
C -1.2870 4.3435 3.3981 -0.484
C -0.0558 4.1650 2.7645 -0.636
C 0.2454 2.9442 2.1581 -0.625
C -0.6836 1.9015 2.1869 0.541
C -1.9132 2.0762 2.8234 -0.332
C -2.2125 3.2992 3.4286 -0.561
Sb -0.1975 0.1085 1.1343 1.285
C 1.6440 -0.4364 2.0753 0.429
C 2.7710 -0.6974 1.2990 0.553
C 3.9677 -1.0745 1.9112 -0.463
C 4.0368 -1.1872 3.3002 -0.632
C 2.9075 -0.9237 4.0759 -0.622
C 1.7080 -0.5475 3.4628 -0.393
C -2.0319 -0.9989 1.1910 0.357
C -2.0905 -2.1951 1.9027 -0.563
C -3.2724 -2.9408 1.9138 -0.586
C -4.3921 -2.4896 1.2114 -0.489
C -4.3279 -1.2923 0.4955 -0.592
C -3.1486 -0.5429 0.4854 -0.494
H -1.5247 5.2998 3.8607 0.397
H 0.6667 4.9800 2.7316 0.396
H 1.1990 2.8162 1.6485 0.361
H -2.6477 1.2717 2.8352 0.378
H -3.1770 3.4422 3.9165 0.395
H 2.7217 -0.6148 0.2108 -0.531
H 4.8498 -1.2832 1.3036 0.130
H 4.9694 -1.4837 3.7770 0.397
H 2.9580 -1.0145 5.1608 0.407
H 0.8274 -0.3484 4.0716 0.425
H -1.2178 -2.5551 2.4453 0.405
H -3.3190 -3.8789 2.4676 0.405
H -5.3096 -3.0744 1.2160 0.414
H -5.2009 -0.9412 -0.0561 0.409
H -3.1003 0.3875 -0.0802 0.495
```

=====

# 4
Computed, not measured: C22H24CoN14O2 as an isolated structure, with the ωB97M-V functional and the def2-TZVPD basis.

As for the HOMO-LUMO gap (alpha / beta): 7.74 / 7.77 eV. Its relative energy (zero: lowest compared OMol25 entry of this formula, charge and spin) is 29.59 kJ/mol. As for the spin multiplicity: 2. The HOMO energy (alpha / beta) is -7.51 / -7.49 eV. Its net charge is 0.

The geometry in XYZ format:
```
63
Properties=species:S:1:pos:R:3:mulliken_charge:R:1
Co 0.2415 -0.4371 -0.1242 0.225
C 1.5397 1.4790 1.7273 -1.609
N 2.0460 0.2994 1.0381 0.971
C 2.4692 -0.7693 1.9382 -1.487
C 1.4321 -1.8388 2.1781 1.202
C 1.4532 -2.5769 3.3517 -1.172
C 0.5463 -3.6135 3.5126 -0.451
C -0.3611 -3.8602 2.4934 -1.024
C -0.3075 -3.0823 1.3518 -0.252
N 0.5730 -2.0998 1.1926 0.702
C 3.0640 0.6076 0.0414 -1.774
C 2.9507 -0.2960 -1.1613 0.749
C 3.8033 -0.1382 -2.2477 -1.000
C 3.6550 -0.9577 -3.3535 -0.406
C 2.6830 -1.9483 -3.3154 -0.979
C 1.8706 -2.0349 -2.1998 -0.314
N 1.9728 -1.2052 -1.1604 0.625
C 0.1095 1.3267 2.1680 0.752
C -0.4706 2.2548 3.0257 -1.054
C -1.7876 2.0853 3.4099 -0.444
C -2.4664 0.9626 2.9577 -0.920
C -1.8293 0.1086 2.0794 -0.699
N -0.5782 0.3014 1.6745 0.816
H 1.5492 2.3179 1.0230 0.441
H 2.1592 1.7368 2.6006 0.627
H 2.7985 -0.3658 2.9074 0.409
H 3.3264 -1.2807 1.4863 0.523
H 2.1858 -2.3580 4.1151 0.479
H 0.5533 -4.2144 4.4084 0.426
H -1.0881 -4.6521 2.5723 0.487
H -0.9932 -3.2282 0.5263 0.625
H 4.0776 0.5425 0.4615 0.648
H 2.9046 1.6281 -0.3215 0.589
H 4.5547 0.6349 -2.2325 0.473
H 4.2830 -0.8283 -4.2240 0.423
H 2.5571 -2.6318 -4.1405 0.438
H 1.1032 -2.7944 -2.1304 0.519
H 0.1065 3.1017 3.3634 0.492
H -2.2699 2.8099 4.0521 0.410
H -3.4844 0.7724 3.2549 0.460
H -2.3318 -0.7560 1.6681 0.458
N -0.9797 0.2295 -3.2074 0.179
C -0.1412 1.1543 -2.6592 -0.077
N 0.3245 2.2097 -3.3212 -0.546
N 1.0736 2.8500 -2.4397 -1.072
N 1.0769 2.2433 -1.3110 -0.681
N 0.3177 1.1450 -1.3916 1.571
C -1.5237 -0.8271 -2.5390 0.058
N -2.4693 -1.6146 -3.0437 -0.515
N -2.7117 -2.5030 -2.0933 -0.983
N -1.9748 -2.2929 -1.0681 -0.661
N -1.1948 -1.2303 -1.2899 1.115
H -1.1957 0.3204 -4.1861 0.290
N -4.1258 1.7311 -1.9813 -0.611
C -3.8559 2.9240 -1.1901 -0.407
C -2.7039 2.6254 -0.2191 0.308
O -2.2444 3.4456 0.5261 -0.606
O -2.3149 1.3615 -0.2536 0.001
H -5.1123 1.6128 -2.1720 0.204
H -2.8775 0.8936 -0.9218 0.194
H -3.6404 1.7441 -2.8694 0.194
H -4.7181 3.1583 -0.5600 0.344
H -3.6093 3.8176 -1.7772 0.321
```